The molecule C20H30O8S. Source: the Open Molecules 2025 dataset; level of theory: ωB97M-V/def2-TZVPD.

The geometry in ORCA input format:
```
! wB97M-V def2-TZVPD RIJCOSX def2/J DEFGRID3
* xyz 0 1
C 1.776 -3.215 -0.433
C 1.381 -2.812 0.979
C 1.551 -1.314 1.238
C 0.812 -0.932 2.518
C 1.065 0.523 2.946
C -0.139 1.454 2.736
C -0.642 1.361 1.322
C -0.087 1.994 0.274
C 1.110 2.886 0.411
C 2.124 2.814 -0.755
C 3.535 2.375 -0.306
S 4.098 0.969 -1.254
O 3.003 0.058 -1.412
O 5.268 0.408 -0.666
O 4.511 1.567 -2.674
C -0.719 1.840 -1.050
O -0.335 2.509 -2.012
C -1.852 0.895 -1.243
C -2.264 0.732 -2.672
C -1.206 -0.067 -3.439
O -1.738 -1.320 -3.852
C -2.423 0.261 -0.209
C -3.582 -0.679 -0.310
C -3.328 -2.119 0.242
C -4.395 -2.541 1.219
O -5.239 -3.376 0.932
O -4.398 -1.947 2.465
C -1.859 0.505 1.145
O -2.368 -0.019 2.124
H 1.130 -2.787 -1.192
H 2.812 -2.968 -0.638
H 1.705 -4.299 -0.514
H 0.327 -3.035 1.129
H 2.011 -3.332 1.694
H 1.174 -0.738 0.397
H 2.603 -1.059 1.347
H -0.243 -1.159 2.428
H 1.195 -1.592 3.294
H 1.328 0.548 4.000
H 1.939 0.889 2.417
H -0.916 1.220 3.449
H 0.167 2.485 2.894
H 0.738 3.908 0.455
H 1.638 2.716 1.337
H 1.808 2.136 -1.533
H 2.204 3.803 -1.188
H 4.252 3.161 -0.517
H 3.590 2.097 0.737
H 3.785 2.134 -2.969
H -3.257 0.329 -2.792
H -2.281 1.728 -3.104
H -0.775 0.502 -4.259
H -0.375 -0.264 -2.759
H -0.991 -1.906 -3.966
H -4.390 -0.244 0.278
H -3.950 -0.772 -1.318
H -2.358 -2.155 0.723
H -3.393 -2.820 -0.578
H -5.137 -1.335 2.486
*
```

The frontier orbital gap comes out at 8.377 eV. The SMILES is CCCCCCC1=C(CCCS(=O)(=O)O)C(=O)C(CCO)=C(CCC(=O)O)C1=O. The strongest force on any atom is 2.24 eV Å⁻¹.